Entry 1:
The following is a DFT calculation (the ωB97M-V functional and the def2-TZVPD basis) of 2 unconnected molecules or ions with the total composition CH4FNP2.

The value obtained for the total energy is -23879.244 eV. The calculation puts the HOMO energy at -8.07 eV. As for the energy above the lowest of the compared OMol25 structures with the same formula, charge and spin: 7.758 eV. The total charge is 0. The LUMO energy comes out at -1.26 eV. As for the frontier orbital gap: 6.8 eV. The strongest force on any atom comes out at 6.15 eV Å⁻¹.

Atoms and positions in Å:
C: -1.201 -0.386 0.088
N: -2.755 1.001 0.414
P: 0.306 0.246 -0.523
H: 2.172 -1.874 -0.576
H: 2.828 0.149 -0.295
H: 0.509 1.344 0.337
H: -2.353 1.906 0.170
F: -1.477 -1.624 -0.028
P: 1.970 -0.761 0.413

=====

Entry 2:
The following is a DFT calculation (the ωB97M-V functional and the def2-TZVPD basis) of 2 unconnected molecules or ions with the total composition CH4FNS2.

The value obtained for the total energy is -26975.441 eV. The calculation puts the HOMO energy (alpha / beta) at -8.90 / -8.70 eV. As for the energy above the lowest of the compared OMol25 structures with the same formula, charge and spin: 3.247 eV. The total charge is 0. The LUMO energy (alpha / beta) comes out at 0.16 / -1.76 eV. As for the frontier orbital gap (alpha / beta): 9.1 / 6.9 eV. The strongest force on any atom comes out at 1.73 eV Å⁻¹.

Atoms and positions in Å:
H: 1.131 0.093 -0.632
H: 2.211 -1.009 -1.863
N: -1.073 0.464 0.272
F: -2.670 1.306 2.119
H: 2.993 0.430 -1.079
S: -1.177 -1.187 0.230
H: -1.350 -1.470 1.605
C: 2.072 -0.161 -1.161
S: -2.137 1.536 0.510

=====

Entry 3:
The following is a DFT calculation (the ωB97M-V functional and the def2-TZVPD basis) of 2 unconnected molecules or ions with the total composition CH4FOPS.

The value obtained for the total energy is -25990.199 eV. The calculation puts the HOMO energy at -9.70 eV. As for the energy above the lowest of the compared OMol25 structures with the same formula, charge and spin: 2.949 eV. The total charge is 0. The LUMO energy comes out at -0.03 eV. As for the SMILES: C=P(F)=S.O. As for the frontier orbital gap: 9.7 eV. The strongest force on any atom comes out at 4.79 eV Å⁻¹.

Atoms and positions in Å:
H: -1.398 -2.732 0.801
H: -0.718 -1.460 2.174
H: 1.616 2.006 -0.980
P: -1.222 -0.334 0.403
O: 2.549 1.714 -1.057
C: -0.958 -1.713 1.148
H: 2.962 1.682 -1.921
F: -1.859 -0.736 -1.129
S: -0.971 1.573 0.562

=====

Entry 4:
The following is a DFT calculation (the ωB97M-V functional and the def2-TZVPD basis) of 2 unconnected molecules or ions with the total composition CH4FPS2.

The value obtained for the total energy is -34776.179 eV. The calculation puts the HOMO energy (alpha / beta) at -9.11 / -9.01 eV. As for the energy above the lowest of the compared OMol25 structures with the same formula, charge and spin: 4.249 eV. The total charge is 0. The LUMO energy (alpha / beta) comes out at -2.44 / -2.36 eV. As for the frontier orbital gap (alpha / beta): 6.7 / 6.6 eV. The strongest force on any atom comes out at 2.11 eV Å⁻¹.

Atoms and positions in Å:
H: 1.371 0.760 1.261
P: -0.589 -0.061 -0.082
S: -3.864 0.293 -0.530
H: 1.641 0.141 -0.310
F: -1.103 -0.304 1.396
H: 1.055 1.811 -0.118
H: 0.505 -1.354 -1.482
C: 0.992 0.798 0.262
S: -0.008 -2.084 -0.396

=====

Entry 5:
The following is a DFT calculation (the ωB97M-V functional and the def2-TZVPD basis) of 2 unconnected molecules or ions with the total composition CH4I2NOPS.

The value obtained for the total energy is -40965.057 eV. The calculation puts the HOMO energy at -8.69 eV. As for the energy above the lowest of the compared OMol25 structures with the same formula, charge and spin: 0.998 eV. The total charge is 0. The LUMO energy comes out at -1.20 eV. As for the SMILES: CNP=O.ISI. As for the frontier orbital gap: 7.5 eV. The strongest force on any atom comes out at 3.30 eV Å⁻¹.

Atoms and positions in Å:
C: 0.954 0.519 1.210
H: 1.176 1.186 2.137
I: -4.728 -2.332 -0.490
P: 1.196 1.061 -1.470
O: -0.213 1.321 -1.307
H: 0.064 1.047 0.738
I: -1.023 -2.399 -1.192
N: 1.853 0.724 0.081
S: -2.923 -1.116 -1.562
H: 0.747 -0.511 1.636
H: 2.898 0.500 0.218

=====

Entry 6:
The following is a DFT calculation (the ωB97M-V functional and the def2-TZVPD basis) of a molecular structure, CH4I2OSi.

The value obtained for the total energy is -27227.228 eV. The calculation puts the HOMO energy at -9.07 eV. As for the energy above the lowest of the compared OMol25 structures with the same formula, charge and spin: 3.473 eV. The total charge is 0. The LUMO energy comes out at 0.02 eV. As for the frontier orbital gap: 9.1 eV. The strongest force on any atom comes out at 3.20 eV Å⁻¹.

Atoms and positions in Å:
H: -0.450 -0.464 -2.357
H: -1.586 0.798 -0.651
I: 2.069 -1.475 1.555
I: -1.330 -0.905 2.059
Si: -0.452 0.544 -1.338
C: 0.465 -0.331 0.954
H: 0.568 0.660 1.490
H: 0.389 1.667 -1.374
O: 0.328 -0.494 -0.339

=====

Entry 7:
The following is a DFT calculation (the ωB97M-V functional and the def2-TZVPD basis) of CH4INO in the gas phase.

The value obtained for the total energy is -12734.115 eV. The calculation puts the HOMO energy (alpha / beta) at -7.82 / -8.20 eV. As for the energy above the lowest of the compared OMol25 structures with the same formula, charge and spin: 3.986 eV. The total charge is 0. The LUMO energy (alpha / beta) comes out at -0.19 / -0.28 eV. As for the frontier orbital gap (alpha / beta): 7.6 / 7.9 eV. The strongest force on any atom comes out at 3.62 eV Å⁻¹.

Atoms and positions in Å:
H: -1.912 -2.347 0.892
H: 1.621 0.999 -0.850
C: -1.121 -1.789 0.368
H: -0.661 -2.363 -0.312
N: 1.451 1.683 -0.157
O: 0.563 1.049 0.622
I: -1.399 0.122 -0.162
H: 1.457 2.646 -0.400

=====

Entry 8:
The following is a DFT calculation (the ωB97M-V functional and the def2-TZVPD basis) of a molecular structure, CH4INO2S.

The value obtained for the total energy is -25621.166 eV. The calculation puts the HOMO energy at -9.50 eV. As for the energy above the lowest of the compared OMol25 structures with the same formula, charge and spin: 0.665 eV. The total charge is 0. The LUMO energy comes out at 0.19 eV. As for the frontier orbital gap: 9.7 eV. The strongest force on any atom comes out at 2.58 eV Å⁻¹.

Atoms and positions in Å:
I: -2.175 2.693 1.266
C: 0.659 -0.919 -0.988
H: 0.420 -2.751 -0.852
O: 0.872 -0.786 2.122
H: 0.616 0.104 -0.400
N: 0.307 -1.928 -0.290
H: 1.141 -0.882 -2.037
H: -1.469 1.400 1.618
O: -1.512 -0.637 1.584
S: -0.356 -1.478 1.834

=====

Entry 9:
The following is a DFT calculation (the ωB97M-V functional and the def2-TZVPD basis) of 2 unconnected molecules or ions with the total composition CH4INOS.

The value obtained for the total energy is -23573.497 eV. The calculation puts the HOMO energy at -9.43 eV. As for the energy above the lowest of the compared OMol25 structures with the same formula, charge and spin: 0.617 eV. The total charge is 0. The LUMO energy comes out at -0.62 eV. As for the frontier orbital gap: 8.8 eV. The strongest force on any atom comes out at 2.11 eV Å⁻¹.

Atoms and positions in Å:
O: 5.268 1.301 0.757
N: 5.229 -0.120 -1.121
C: 0.178 0.137 -0.945
H: 0.236 -0.008 -2.083
H: -0.547 0.981 -0.701
H: 5.304 -0.929 -1.771
H: 1.101 0.372 -0.416
I: -0.498 -1.507 0.406
S: 5.800 0.076 0.255

=====

Entry 10:
The following is a DFT calculation (the ωB97M-V functional and the def2-TZVPD basis) of CH4INOS in the gas phase.

The spin multiplicity is 3. The value obtained for the total energy is -23568.895 eV. The calculation puts the HOMO energy (alpha / beta) at -7.29 / -9.59 eV. As for the energy above the lowest of the compared OMol25 structures with the same formula, charge and spin: 2.322 eV. The total charge is 0. The LUMO energy (alpha / beta) comes out at 0.65 / -3.99 eV. As for the frontier orbital gap (alpha / beta): 7.9 / 5.6 eV. The strongest force on any atom comes out at 11.05 eV Å⁻¹. Its expectation value of S² is 2.020.

Atoms and positions in Å:
H: -0.717 1.706 -0.201
H: -0.117 0.675 -1.797
N: -0.029 -0.358 1.741
C: -0.688 0.760 -0.767
I: 2.591 0.532 -0.025
O: 0.197 -2.008 -0.529
H: -1.715 0.321 -1.031
S: 0.355 -0.463 0.315
H: 0.122 -1.164 2.293

=====

Entry 11:
The following is a DFT calculation (the ωB97M-V functional and the def2-TZVPD basis) of a molecular structure, CH4INS.

The value obtained for the total energy is -21526.279 eV. The calculation puts the HOMO energy (alpha / beta) at -8.75 / -8.73 eV. As for the energy above the lowest of the compared OMol25 structures with the same formula, charge and spin: 1.095 eV. The total charge is 0. The LUMO energy (alpha / beta) comes out at -2.05 / -2.11 eV. As for the frontier orbital gap (alpha / beta): 6.7 / 6.6 eV. The strongest force on any atom comes out at 2.89 eV Å⁻¹.

Atoms and positions in Å:
H: -1.042 -1.185 -1.378
S: 0.417 -0.060 1.736
H: -0.267 0.183 -1.478
H: -1.477 0.080 -0.219
C: -0.682 -0.386 -0.727
I: 1.288 2.906 1.881
H: 1.391 -0.880 -0.049
N: 0.371 -0.658 0.236

=====

Entry 12:
The following is a DFT calculation (the ωB97M-V functional and the def2-TZVPD basis) of 2 unconnected molecules or ions with the total composition CH4INS.

The value obtained for the total energy is -21523.104 eV. The calculation puts the HOMO energy (alpha / beta) at -8.62 / -8.76 eV. As for the energy above the lowest of the compared OMol25 structures with the same formula, charge and spin: 4.269 eV. The total charge is 0. The LUMO energy (alpha / beta) comes out at -1.03 / -1.08 eV. As for the frontier orbital gap (alpha / beta): 7.6 / 7.7 eV. The strongest force on any atom comes out at 2.47 eV Å⁻¹.

Atoms and positions in Å:
N: -0.171 2.080 -0.102
H: 0.489 2.786 0.456
H: -0.748 -0.542 -1.033
I: 2.666 -0.278 -0.208
H: -1.679 -1.018 0.161
H: -0.449 -2.019 -0.141
S: 0.544 -0.065 0.936
C: -0.652 -0.944 -0.069